[1]
# C5H12N2O2

One molecule with the formula C5H12N2O2 (ωB97M-V/def2-TZVPD, the Open Molecules 2025 dataset).

gap between HOMO and LUMO	8.62	eV
net charge	0
E_tot	-12452.5436	eV
SMILES	C/C(CO)=C(/N)N(C)O
multiplicity	1

Element x y z (Å)
C1 0.680 -1.755 -0.449
C2 0.774 -0.255 -0.462
C3 2.158 0.335 -0.594
O1 2.756 0.637 0.660
C4 -0.300 0.526 -0.271
N1 -0.284 1.908 -0.317
N2 -1.586 -0.085 -0.105
C5 -1.918 -0.317 1.288
O2 -2.613 0.744 -0.663
H1 -0.338 -2.065 -0.662
H2 1.343 -2.182 -1.195
H3 0.957 -2.168 0.522
H4 2.141 1.280 -1.134
H5 2.795 -0.363 -1.151
H6 2.746 -0.165 1.192
H7 -1.122 2.348 0.030
H8 0.585 2.358 -0.038
H9 -2.890 -0.815 1.325
H10 -1.965 0.607 1.877
H11 -1.150 -0.975 1.705
H12 -2.767 0.402 -1.557

[2]
# C5H12N2O2

A 2-piece molecular cluster, C5H12N2O2 overall (ωB97M-V/def2-TZVPD, the Open Molecules 2025 dataset).

gap between HOMO and LUMO	9.96	eV
net charge	0
E_tot	-12453.6135	eV
SMILES	C[C@](N)(O)C=O.[H]/N=C\C
multiplicity	1

Element x y z (Å)
C1 1.715 -1.715 -0.004
C2 1.335 -0.254 -0.197
N1 2.506 0.536 -0.501
O1 0.725 0.304 0.929
C3 0.289 -0.154 -1.407
O2 0.028 0.880 -1.956
H1 0.832 -2.298 0.251
H2 2.159 -2.118 -0.911
H3 2.442 -1.792 0.802
H4 2.273 1.520 -0.475
H5 2.880 0.312 -1.414
H6 0.518 -0.377 1.603
H7 -0.033 -1.129 -1.826
H8 -2.537 -0.146 2.316
N2 -2.351 -0.656 1.450
C4 -2.115 0.090 0.471
C5 -2.184 1.577 0.371
H9 -1.871 -0.429 -0.493
H10 -1.442 1.930 -0.346
H11 -3.168 1.878 -0.001
H12 -1.998 2.041 1.338

[3]
# C5H12N2O2

One molecule with the formula C5H12N2O2 (ωB97M-V/def2-TZVPD, the Open Molecules 2025 dataset).

gap between HOMO and LUMO	8.66	eV
net charge	0
E_tot	-12452.3880	eV
SMILES	C/C(=C(/N)CO)N(C)O
multiplicity	1

Element x y z (Å)
C1 -0.094 -1.947 -0.407
C2 -0.186 -0.466 -0.196
C3 0.755 0.367 0.229
N1 0.636 1.712 0.516
C4 2.225 -0.154 0.421
O1 3.125 0.592 -0.372
N2 -1.581 0.052 -0.450
C5 -2.381 0.169 0.753
O2 -1.586 1.333 -1.122
H1 0.192 -2.467 0.508
H2 -1.071 -2.308 -0.719
H3 0.624 -2.202 -1.186
H4 -0.167 2.161 0.095
H5 1.499 2.223 0.388
H6 2.309 -1.224 0.214
H7 2.517 0.035 1.456
H8 2.916 0.434 -1.300
H9 -1.967 0.885 1.473
H10 -2.420 -0.817 1.214
H11 -3.391 0.478 0.480
H12 -1.954 1.145 -1.994

[4]
# C5H12N2O2

A 2-piece molecular cluster, C5H12N2O2 overall (ωB97M-V/def2-TZVPD, the Open Molecules 2025 dataset).

gap between HOMO and LUMO	10.21	eV
net charge	0
E_tot	-12455.1772	eV
SMILES	CNC(C)=O.CC(N)=O
multiplicity	1

Element x y z (Å)
C1 -2.165 -0.968 -0.119
N1 -0.751 -0.713 0.046
C2 -0.027 -0.702 1.230
C3 -0.625 -1.429 2.412
O1 0.943 0.024 1.430
H1 -2.585 -1.599 0.668
H2 -2.676 -0.003 -0.132
H3 -2.315 -1.496 -1.063
H4 -0.182 -0.870 -0.786
H5 0.050 -1.381 3.269
H6 -0.822 -2.478 2.181
H7 -1.554 -0.932 2.708
C4 0.586 2.118 -1.720
C5 1.472 0.759 -1.517
N2 2.575 0.904 -0.737
O2 1.168 -0.292 -2.064
H8 1.044 2.555 -2.608
H9 -0.470 1.944 -1.926
H10 0.756 2.759 -0.856
H11 2.702 1.732 -0.174
H12 2.876 0.067 -0.242

[5]
# C5H12N2O2Pd

C5H12N2O2Pd as an isolated structure (ωB97M-V/def2-TZVPD, the Open Molecules 2025 dataset).

gap between HOMO and LUMO (spin up / spin down)	7.86 / 7.00	eV
net charge	0
E_tot	-15926.9908	eV
multiplicity	3

Element x y z (Å)
Pd1 1.479 0.562 -0.537
C1 2.911 1.500 -1.423
H1 2.486 1.686 -2.362
H2 3.215 2.409 -0.874
H3 3.811 0.871 -1.407
H4 2.922 0.650 0.452
H5 2.440 0.258 0.895
C2 -2.486 0.290 1.162
C3 -1.214 0.066 0.411
N1 -0.342 1.060 0.317
O1 -0.675 2.182 1.081
C4 -0.799 -1.193 -0.149
C5 -1.579 -2.441 -0.112
N2 0.441 -1.213 -0.735
O2 0.987 -2.166 -1.317
H6 -2.506 1.338 1.488
H7 -2.533 -0.394 2.022
H8 -3.312 0.047 0.490
H9 0.089 2.803 0.903
H10 -1.741 -2.854 -1.125
H11 -1.051 -3.212 0.468
H12 -2.542 -2.251 0.351

[6]
# C5H12N2O2S

One molecule with the formula C5H12N2O2S (ωB97M-V/def2-TZVPD, the Open Molecules 2025 dataset).

gap between HOMO and LUMO (spin up / spin down)	3.98 / 6.92	eV
net charge	0
E_tot	-23282.1840	eV
multiplicity	3

Element x y z (Å)
C1 0.844 1.900 -0.190
C2 1.147 0.659 -1.059
C3 0.107 1.339 1.035
C4 1.718 -1.242 0.367
C5 -2.070 -1.826 -0.198
N1 0.684 -0.529 -0.350
N2 -0.332 0.003 0.686
O1 -1.833 0.546 -1.372
O2 -2.777 0.496 0.896
S1 -1.852 -0.039 -0.062
H1 1.753 2.424 0.099
H2 0.203 2.586 -0.739
H3 0.593 0.715 -1.997
H4 2.212 0.560 -1.274
H5 0.762 1.264 1.908
H6 -0.777 1.919 1.301
H7 2.378 -0.593 0.954
H8 1.241 -1.959 1.032
H9 2.314 -1.785 -0.367
H10 -2.930 -2.021 -0.825
H11 -1.164 -2.210 -0.645
H12 -2.221 -2.208 0.802

[7]
# C5H12N2O3

A 2-piece molecular cluster, C5H12N2O3 overall (ωB97M-V/def2-TZVPD, the Open Molecules 2025 dataset).

gap between HOMO and LUMO	8.38	eV
net charge	0
E_tot	-14502.4827	eV
SMILES	CC(C)=C(N)N.O=C(O)O
multiplicity	1

Element x y z (Å)
C1 -0.392 1.058 1.670
C2 -0.804 0.099 0.584
C3 -1.538 -1.126 1.062
C4 -0.587 0.355 -0.734
N1 -0.218 1.598 -1.198
N2 -0.936 -0.539 -1.717
H1 0.444 1.694 1.360
H2 -0.059 0.511 2.558
H3 -1.227 1.705 1.952
H4 -2.616 -0.984 0.921
H5 -1.369 -1.310 2.127
H6 -1.230 -2.023 0.517
H7 -0.684 2.330 -0.666
H8 0.775 1.747 -1.008
H9 -0.995 -0.045 -2.604
H10 -1.791 -1.046 -1.519
O1 2.851 0.723 -0.187
C5 2.337 -0.292 -0.619
O2 1.936 -1.317 0.176
O3 2.290 -0.695 -1.887
H11 2.138 -0.989 1.075
H12 1.675 -1.455 -1.863

[8]
# C5H12N2O3

C5H12N2O3 as an isolated structure (ωB97M-V/def2-TZVPD, the Open Molecules 2025 dataset).

gap between HOMO and LUMO	9.91	eV
net charge	0
E_tot	-14501.0645	eV
multiplicity	1

Element x y z (Å)
C1 1.204 0.425 -2.093
N1 0.038 0.512 -1.216
C2 -0.763 -0.761 -0.787
O1 -0.216 -1.876 -1.429
O2 -1.987 -0.638 -0.688
H1 -0.989 -2.390 -1.708
H2 -0.642 1.199 -1.525
H3 1.929 -0.251 -1.648
H4 0.919 0.046 -3.074
H5 1.647 1.417 -2.189
C3 -0.449 -1.244 2.044
C4 -0.414 1.802 1.069
N2 0.097 -0.733 0.794
C5 0.622 0.815 0.572
O3 1.821 0.983 0.750
H6 0.822 -1.371 0.479
H7 0.342 -1.169 2.794
H8 -0.707 -2.301 1.964
H9 -1.324 -0.660 2.320
H10 -0.248 2.742 0.540
H11 -1.435 1.456 0.900
H12 -0.266 1.995 2.132

[9]
# C5H12N2O3S

One molecule with the formula C5H12N2O3S (ωB97M-V/def2-TZVPD, the Open Molecules 2025 dataset).

gap between HOMO and LUMO	9.91	eV
net charge	0
E_tot	-25334.9888	eV
SMILES	CN(C=O)CCN=[S@@](C)(=O)O
multiplicity	1

Element x y z (Å)
C1 0.341 2.657 -1.129
N1 0.867 1.263 -1.223
C2 1.871 0.844 -0.434
O1 2.386 -0.280 -0.507
C3 0.041 0.267 -1.895
C4 -1.096 -0.232 -0.953
N2 -0.593 -0.254 0.375
S1 -0.569 -1.616 1.008
C5 -1.057 -1.418 2.779
O2 -1.338 -2.763 0.599
O3 1.059 -1.974 1.263
H1 0.943 3.350 -0.565
H2 -0.006 2.874 -2.115
H3 -0.623 2.609 -0.568
H4 2.318 1.700 0.141
H5 0.752 -0.566 -1.960
H6 -0.204 0.593 -2.858
H7 -1.864 0.456 -0.978
H8 -1.428 -1.238 -1.183
H9 -2.063 -1.783 2.917
H10 -0.496 -2.301 3.367
H11 -0.843 -0.522 3.340
H12 1.601 -1.665 0.581

[10]
# C5H12N2OS

A 2-piece molecular cluster, C5H12N2OS overall (ωB97M-V/def2-TZVPD, the Open Molecules 2025 dataset).

gap between HOMO and LUMO (spin up / spin down)	7.73 / 6.30	eV
net charge	0
E_tot	-21237.0742	eV
multiplicity	3

Element x y z (Å)
C1 2.604 0.047 -0.021
C2 2.765 1.580 -0.008
C3 0.744 -1.546 -0.529
C4 -2.380 -0.211 -0.936
C5 -2.088 0.010 1.392
N1 1.395 -0.304 -0.360
N2 -1.652 0.417 0.129
O1 3.516 -0.643 0.420
S1 -0.402 1.424 -0.155
H1 2.298 2.141 -0.938
H2 3.789 1.992 0.314
H3 2.161 1.998 0.723
H4 -0.293 -1.416 -1.124
H5 1.474 -2.101 -1.067
H6 0.656 -1.925 0.506
H7 -3.523 -0.165 -0.854
H8 -2.233 0.230 -1.833
H9 -2.172 -1.198 -1.161
H10 -2.689 -0.825 1.370
H11 -1.373 -0.213 2.169
H12 -2.596 0.707 1.962

[11]
# C5H12N2S

One molecule with the formula C5H12N2S (ωB97M-V/def2-TZVPD, the Open Molecules 2025 dataset).

gap between HOMO and LUMO	9.00	eV
net charge	0
E_tot	-19191.3102	eV
multiplicity	1

Element x y z (Å)
C1 2.176 -0.285 0.302
C2 -0.760 -0.431 1.347
C3 -1.770 0.972 -0.682
C4 -0.671 -1.203 -1.046
C5 -0.671 0.034 -0.113
N1 2.635 -1.197 -0.413
N2 1.365 2.089 0.661
S1 0.974 1.025 -0.449
H1 2.473 0.170 1.216
H2 0.164 -0.880 1.702
H3 -0.907 0.522 1.973
H4 -1.621 -1.178 1.503
H5 -2.744 0.734 -0.483
H6 -1.529 0.926 -1.760
H7 -1.494 1.914 -0.231
H8 -0.915 -1.028 -1.979
H9 0.250 -1.759 -0.850
H10 -1.515 -1.692 -0.690
H11 3.358 -1.852 -0.302
H12 1.202 3.119 0.292

- net charge of number 8 (C5H12N2O3)?
  0

- multiplicity of number 8 (C5H12N2O3)?
  1

- Number 2 is which compound?
  C5H12N2O2